(A)
Formula: C3H5ClO
Source: the Open Molecules 2025 dataset
Level of theory: ωB97M-V/def2-TZVPD

Computed properties:
- HOMO-LUMO gap (eV) = 10.52
- SMILES = C=C(Cl)CO
- E_HOMO (Eh) = -0.3585
- net charge = 0

Each line ends with the natural charge from an NBO analysis.
Cartesian coordinates (Å):
C -0.97573 -0.35934 0.73136  -0.136
C 0.25512 -0.52271 0.01600  -0.013
C 0.73037 -1.70164 -0.44264  -0.405
H -1.79003 1.26223 -0.13242  0.478
H -1.31264 -1.44307 0.95888  0.184
H -1.02088 0.16133 1.69880  0.202
H -0.12206 -2.43143 -0.29248  0.216
H 1.63789 -1.90029 -0.95367  0.228
O -1.86290 0.25496 -0.21757  -0.718
Cl 1.02661 1.04786 -0.08041  -0.035


(B)
Formula: C3H5ClO
Source: the Open Molecules 2025 dataset
Level of theory: ωB97M-V/def2-TZVPD

Computed properties:
- HOMO-LUMO gap (eV) = 10.07
- SMILES = CO/C=C\Cl
- E_HOMO (Eh) = -0.3335
- net charge = 0

Each line ends with the natural charge from an NBO analysis.
Cartesian coordinates (Å):
C -0.22863 1.37217 -0.91284  -0.237
C 0.31721 -0.52164 0.47900  0.122
C 0.03048 -1.53507 1.20732  -0.349
H 0.62382 1.10743 -1.49188  0.171
H -0.90564 1.76620 -1.58336  0.196
H 0.00244 2.06393 0.01225  0.175
H 1.44487 -0.28173 0.17032  0.181
H 0.89208 -2.05321 1.57087  0.236
O -0.62517 0.09468 -0.42187  -0.537
Cl -1.55146 -2.01276 0.97019  0.043


(C)
Formula: C3H5ClO
Source: the Open Molecules 2025 dataset
Level of theory: ωB97M-V/def2-TZVPD

Computed properties:
- HOMO-LUMO gap (eV) = 10.08
- SMILES = O=C1CC1.Cl
- E_HOMO (Eh) = -0.3425
- net charge = 0

Each line ends with the natural charge from an NBO analysis.
Cartesian coordinates (Å):
C -1.28263 0.68197 -0.24991  -0.548
C -1.36195 -0.81584 0.15591  -0.544
C -0.12337 -0.03246 0.38472  0.611
O 0.97987 -0.08443 0.80432  -0.487
Cl 4.51210 -0.14542 0.13799  -0.277
H -1.34956 1.10405 -1.32873  0.241
H -1.72388 1.43864 0.35154  0.237
H -2.00219 -1.10200 1.02592  0.245
H -1.20822 -1.49814 -0.75699  0.246
H 3.55983 0.45362 -0.52475  0.277


Relative to the most stable structure, the computed energies are (A) 0.000; (B) 0.985; (C) 0.646, all in eV.


(A)
Formula: C8H14N3
Source: the Open Molecules 2025 dataset
Level of theory: ωB97M-V/def2-TZVPD

Computed properties:
- HOMO-LUMO gap (eV) = 7.59
- E_HOMO (Eh) = -0.4219
- net charge = +1

Each line ends with the natural charge from an NBO analysis.
Cartesian coordinates (Å):
C -1.92054 2.45624 1.83885  -0.270
C -1.45268 1.44057 2.73086  -0.093
C -1.30030 2.61250 0.65767  -0.057
C -0.47141 0.56553 2.42965  -0.269
C -0.15702 1.72210 0.23804  -0.508
C 0.32555 0.77259 1.24647  0.110
C 1.39080 -0.06471 0.83427  -0.519
C 0.25912 -1.45548 -0.51857  0.332
N -0.51987 -0.53214 -1.12186  -0.800
N 1.11913 -2.12706 -1.33409  -0.413
N 1.37335 -1.25191 -2.43194  -0.688
H -2.69207 3.08233 2.19840  0.236
H -1.97129 1.49934 3.69885  0.235
H -1.54340 3.26531 -0.05140  0.206
H -0.19551 -0.25370 3.09634  0.232
H 0.52652 2.27146 -0.28469  0.249
H 1.92695 0.40575 0.04991  0.202
H 1.90690 -0.80894 1.42388  0.231
H 0.01156 -1.85463 0.42783  0.239
H -0.96805 1.14408 -0.43060  0.325
H -1.45996 -0.78866 -1.12026  0.407
H 1.66732 -2.85137 -1.01800  0.404
H 2.13132 -0.58404 -2.34939  0.381
H 1.39927 -1.81205 -3.25226  0.390
H -0.21248 -0.12457 -1.99628  0.437


(B)
Formula: C8H14N3
Source: the Open Molecules 2025 dataset
Level of theory: ωB97M-V/def2-TZVPD

Computed properties:
- HOMO-LUMO gap (eV) = 9.95
- SMILES = C1NCN2C(=[NH+]1)CCC21CC1
- E_HOMO (Eh) = -0.4751
- net charge = +1

Each line ends with the natural charge from an NBO analysis.
Cartesian coordinates (Å):
C -1.79015 2.02409 0.11938  -0.395
C -0.41354 2.50835 0.30009  -0.425
C -0.44550 0.57349 2.03084  -0.389
C -0.28303 -0.97426 1.84460  -0.470
C 0.23937 0.11169 -1.66591  -0.050
C 1.49778 -1.95354 -1.45988  -0.064
C -0.59881 1.04825 0.57607  0.120
C 0.22917 -1.13516 0.36898  0.570
N 0.61623 -1.17752 -2.24799  -0.597
N -0.04655 0.01787 -0.26502  -0.361
N 1.11724 -2.09290 -0.02828  -0.569
H -2.61358 2.16820 0.80020  0.243
H -2.19646 1.82567 -0.94001  0.230
H 0.11172 2.71838 -0.57757  0.224
H 0.06615 3.08820 1.06294  0.244
H -1.32813 0.74464 2.62739  0.248
H 0.38705 1.02698 2.44714  0.222
H 0.68110 -1.06856 2.42755  0.250
H -1.02391 -1.80420 2.13399  0.273
H 1.17011 0.86342 -1.81470  0.201
H -0.56540 0.49232 -2.20895  0.225
H 1.59720 -2.89523 -1.93985  0.229
H 2.42476 -1.45961 -1.43388  0.199
H -0.16162 -1.67013 -2.63651  0.390
H 1.32879 -2.98046 0.47939  0.453


Relative to the most stable structure, the computed energies are (A) 2.774; (B) 0.000, all in eV.


(A)
Formula: C2H8NS
Source: the Open Molecules 2025 dataset
Level of theory: ωB97M-V/def2-TZVPD

Computed properties:
- spin multiplicity = 2
- HOMO-LUMO gap (alpha / beta) (eV) = 2.52 / 7.07
- ⟨S²⟩ = 0.75
- E_HOMO (alpha / beta) (Eh) = 0.1526 / -0.0161
- net charge = -2

Each line ends with the natural charge from an NBO analysis.
Cartesian coordinates (Å):
S 3.14925 1.58588 -1.19258  -1.059
H 3.89780 0.48524 -1.43863  0.082
C -1.67474 -0.84266 0.48306  -1.345
C -0.25756 -0.17434 0.54295  -0.277
N 0.01605 0.51957 -0.73220  -0.880
H -2.31559 -0.33962 -0.25417  0.181
H -2.26305 -0.87499 1.43765  0.108
H -1.51585 -1.93604 0.34761  0.158
H 0.46175 -0.97569 0.71264  0.165
H -0.24362 0.48290 1.44211  0.141
H 1.05322 0.58992 -0.64840  0.399
H -0.30765 1.47984 -0.70004  0.326


(B)
Formula: C2H8NS
Source: the Open Molecules 2025 dataset
Level of theory: ωB97M-V/def2-TZVPD

Computed properties:
- spin multiplicity = 2
- HOMO-LUMO gap (alpha / beta) (eV) = 2.60 / 6.64
- ⟨S²⟩ = 0.75
- E_HOMO (alpha / beta) (Eh) = 0.1615 / 0.0036
- net charge = -2

Each line ends with the natural charge from an NBO analysis.
Cartesian coordinates (Å):
S -1.21578 -2.53138 -1.03927  -1.103
H -1.48024 -3.41286 -0.04765  0.074
C 1.24492 0.08312 0.58526  -0.827
N 0.70604 1.23629 -0.15933  -0.747
C -0.70443 0.93195 -0.50640  -0.594
H 0.78295 -0.02979 1.56999  0.132
H 2.33940 0.15385 0.62211  0.133
H 1.08564 -0.80776 -0.02909  0.198
H 0.65762 2.00699 0.51993  0.220
H -1.33779 1.78108 -0.77283  0.142
H -0.91754 0.07354 -1.16191  0.222
H -1.16079 0.51497 0.41920  0.150


Relative to the most stable structure, the computed energies are (A) 0.000; (B) 0.634, all in eV.